Model 1:
Formula: C16H20N4O
Source: the OMol25 dataset
Level of theory: ωB97M-V/def2-TZVPD

- LUMO energy: 0.382 eV

Geometry (Å):
C -0.343 1.175 4.890
C 0.723 0.700 3.787
C 0.221 0.640 2.447
C 0.313 -0.426 1.531
C -0.090 0.063 0.324
C -0.191 -0.498 -1.141
C -0.029 -1.894 -1.444
N -1.110 -2.755 -1.139
N -0.728 -3.935 -1.580
C 0.510 -3.953 -2.135
O 0.954 -5.063 -2.359
C 1.162 -2.585 -2.113
C 1.344 -2.106 -3.568
C 2.356 -2.503 -1.191
C -0.773 0.347 -2.093
C -1.034 1.769 -1.788
C -0.828 2.250 -0.465
C -0.944 3.741 -0.124
C -2.288 4.048 0.635
N -0.589 1.309 0.627
N -0.286 1.689 1.865
H -1.012 0.322 5.050
H 0.095 1.299 5.869
H -0.920 2.128 4.612
H 1.565 1.417 3.752
H 1.090 -0.253 4.017
H 0.869 -1.337 1.680
H -1.241 -4.803 -1.526
H 1.667 -1.052 -3.577
H 2.154 -2.696 -3.948
H 0.478 -2.263 -4.164
H 2.096 -2.391 -0.173
H 2.804 -3.480 -1.306
H 3.113 -1.866 -1.526
H -0.846 -0.094 -3.111
H -1.401 2.396 -2.500
H -0.115 4.100 0.510
H -0.869 4.258 -1.115
H -2.301 5.101 1.047
H -2.382 3.307 1.455
H -3.191 3.891 -0.009

Model 2:
Formula: C16H20N4O
Source: the OMol25 dataset
Level of theory: ωB97M-V/def2-TZVPD

- LUMO energy: -0.023 eV

Geometry (Å):
O 4.190 -4.209 -1.263
C 3.198 -3.487 -2.029
C 3.275 -2.052 -1.710
C 2.667 -1.715 -0.285
C 1.273 -2.153 -0.200
N 0.506 -1.367 -1.206
C -0.232 -0.279 -1.062
N -1.186 -0.229 -1.941
C -2.142 0.638 -1.730
C -2.174 1.510 -0.607
C -3.254 2.297 -0.314
C -3.042 3.184 0.794
C -1.864 3.069 1.553
C -1.643 3.846 2.860
C -2.781 4.142 3.868
C -2.203 5.326 3.073
N -0.854 2.156 1.290
C -1.038 1.365 0.224
N -0.098 0.395 0.016
C 1.044 -3.621 -0.580
C 1.696 -4.066 -1.936
H 5.123 -4.055 -1.521
H 3.434 -3.753 -3.061
H 4.258 -1.641 -1.773
H 2.745 -1.560 -2.594
H 3.213 -2.196 0.518
H 2.675 -0.633 0.011
H 0.826 -2.002 0.708
H 0.429 -1.854 -2.063
H -3.102 0.751 -2.282
H -4.206 2.427 -0.947
H -3.794 3.817 1.155
H -0.592 3.744 3.268
H -2.391 3.888 4.879
H -3.776 3.601 3.691
H -2.984 5.701 2.380
H -1.634 6.021 3.609
H 1.537 -4.162 0.286
H 0.091 -4.133 -0.303
H 1.544 -5.148 -1.935
H 1.266 -3.559 -2.843

Result of the stability comparison: model 1 is the least stable of them.

Model 1:
Formula: C3H14O4
Source: the OMol25 dataset
Level of theory: ωB97M-V/def2-TZVPD

- LUMO energy: 0.486 eV

Geometry (Å):
C 4.846 3.919 4.208
C 5.044 5.465 4.192
C 5.091 5.971 5.686
O 6.253 5.704 3.498
H 5.770 3.406 4.540
H 4.581 3.441 3.282
H 4.032 3.632 4.908
H 4.208 5.912 3.642
H 4.098 5.856 6.216
H 5.395 7.054 5.738
H 5.832 5.444 6.232
H 6.705 4.901 3.618
O 7.550 8.342 4.126
H 6.910 8.126 4.808
H 7.353 7.648 3.501
O 8.611 4.887 4.279
H 8.426 5.734 4.677
H 9.567 4.856 4.198
O 8.829 6.721 6.522
H 8.886 7.702 6.508
H 9.628 6.368 6.049

Model 2:
Formula: C3H14O4
Source: the OMol25 dataset
Level of theory: ωB97M-V/def2-TZVPD

- LUMO energy: 0.409 eV

Geometry (Å):
C 1.444 1.591 0.332
C 0.316 2.270 0.194
C -0.846 1.808 -0.690
H 2.125 1.800 1.139
H 1.920 0.997 -0.432
H 0.165 3.210 0.725
H -1.183 0.804 -0.441
H -0.609 1.776 -1.762
H -1.627 2.585 -0.668
O 1.346 -1.023 -1.363
H 1.453 -1.593 -0.588
H 2.202 -0.912 -1.782
O -1.724 -2.305 -0.707
H -2.448 -2.326 -1.335
H -0.905 -2.205 -1.222
O 0.398 -2.156 1.044
H -0.219 -2.521 0.387
H 0.823 -2.891 1.502
O -1.060 0.153 2.171
H -0.599 -0.183 1.399
H -0.972 1.120 2.097

Model 3:
Formula: C3H14O4
Source: the OMol25 dataset
Level of theory: ωB97M-V/def2-TZVPD

- LUMO energy: 0.193 eV

Geometry (Å):
C 1.274 -3.624 0.253
C 0.909 -2.370 0.508
C 1.894 -1.371 1.081
H 0.603 -4.360 -0.169
H 2.268 -3.970 0.512
H -0.113 -2.053 0.316
H 2.308 -0.691 0.350
H 1.369 -0.934 1.935
H 2.743 -1.858 1.588
O 1.434 3.463 0.750
H 2.234 3.008 0.427
H 1.626 3.652 1.656
O -2.510 0.828 0.185
H -1.809 0.769 -0.475
H -2.338 1.575 0.736
O -0.050 1.374 -1.478
H 0.553 2.058 -1.795
H 0.570 0.733 -1.087
O -4.285 1.303 -2.109
H -5.019 0.825 -1.713
H -3.662 1.643 -1.469

Result of the stability comparison: model 2 is the least stable of them.

Model 1:
Formula: CH4N2O
Source: the OMol25 dataset
Level of theory: ωB97M-V/def2-TZVPD

- LUMO energy (spin up / spin down): -0.132 / -0.132 eV

Geometry (Å):
C -1.202 -0.056 0.085
O 0.176 -0.047 -0.137
N 2.393 0.107 -0.181
N 1.819 0.469 0.741
H 1.590 -0.263 -0.877
H -1.692 -0.486 -0.801
H -1.606 0.955 0.224
H -1.479 -0.679 0.946

Model 2:
Formula: CH4N2O
Source: the OMol25 dataset
Level of theory: ωB97M-V/def2-TZVPD

- LUMO energy: 1.032 eV

Geometry (Å):
C 0.838 -0.432 -0.359
N 1.731 -1.039 0.180
N -1.357 0.826 0.125
O -0.296 0.383 0.897
H 0.386 -0.080 -1.263
H 2.473 -1.542 -0.286
H -1.646 1.725 0.501
H -2.127 0.160 0.205

Model 3:
Formula: CH4N2O
Source: the OMol25 dataset
Level of theory: ωB97M-V/def2-TZVPD

- LUMO energy: 0.802 eV

Geometry (Å):
C -0.883 -0.561 0.329
N 0.500 -0.679 0.400
N -0.323 -0.785 -0.850
O -2.011 -0.812 0.808
H 0.961 2.020 -0.409
H 0.800 -1.248 1.132
H -0.166 -0.287 -1.711
H 1.121 2.351 0.301

Result of the stability comparison: model 3 is the least stable of them.

Model 1:
Formula: CH4N2O
Source: the OMol25 dataset
Level of theory: ωB97M-V/def2-TZVPD

- LUMO energy: 1.194 eV

Geometry (Å):
N 1.021 0.764 -0.025
N -0.186 0.698 0.631
C -1.116 -0.393 0.376
O -1.350 0.704 -0.360
H 1.362 0.406 -0.896
H 1.222 1.691 0.062
H -0.705 -1.226 -0.117
H -1.763 -0.544 1.252

Model 2:
Formula: CH4N2O
Source: the OMol25 dataset
Level of theory: ωB97M-V/def2-TZVPD

- LUMO energy: 0.923 eV

Geometry (Å):
H 2.552 -0.085 -0.594
N 1.708 0.564 -0.448
C 0.698 -0.167 -0.214
N -0.580 0.313 0.060
O -1.650 -0.490 0.511
H 0.709 -1.275 -0.105
H -0.733 0.953 -0.727
H -1.410 -0.814 1.346

Model 3:
Formula: CH4N2O
Source: the OMol25 dataset
Level of theory: ωB97M-V/def2-TZVPD

- LUMO energy: 1.168 eV

Geometry (Å):
N -1.192 -0.525 0.087
N 0.241 -0.680 0.633
C 1.171 0.319 0.292
O 1.091 -0.819 -0.504
H -1.182 -0.126 -0.834
H -1.681 -1.385 -0.059
H 0.703 1.099 -0.286
H 1.858 0.536 1.087

Result of the stability comparison: model 3 is the least stable of them.

Model 1:
Formula: CH4N2O
Source: the OMol25 dataset
Level of theory: ωB97M-V/def2-TZVPD

- LUMO energy: 0.042 eV

Geometry (Å):
N 1.589 -0.131 0.091
O 0.594 0.517 -0.437
H 2.512 0.393 0.499
H 2.015 -0.871 -0.601
H 1.116 -0.585 0.879
C -2.611 0.203 -0.219
N -3.677 -0.021 0.078
H -1.538 0.496 -0.290

Model 2:
Formula: CH4N2O
Source: the OMol25 dataset
Level of theory: ωB97M-V/def2-TZVPD

- LUMO energy: 0.419 eV

Geometry (Å):
N 0.291 -1.077 0.040
C -0.389 0.012 -0.044
N 0.266 1.154 -0.133
O -2.021 0.070 -0.029
H 1.241 -1.151 -0.145
H -0.252 -1.901 0.003
H 1.240 0.972 0.214
H -0.375 1.920 0.095

Result of the stability comparison: model 1 is the least stable of them.

Model 1:
Formula: CH4N2O
Source: the OMol25 dataset
Level of theory: ωB97M-V/def2-TZVPD

- LUMO energy: 0.780 eV

Geometry (Å):
N -0.816 0.818 -0.148
C 0.095 -0.149 -0.516
N 0.791 -0.672 0.537
O 0.246 -0.511 -1.645
H -1.106 0.919 0.852
H -1.518 1.110 -0.835
H 1.651 -1.203 0.316
H 0.657 -0.312 1.439

Model 2:
Formula: CH4N2O
Source: the OMol25 dataset
Level of theory: ωB97M-V/def2-TZVPD

- LUMO energy: 0.632 eV

Geometry (Å):
N 1.079 -0.356 -0.047
O 1.031 0.966 0.357
H 0.099 -0.670 0.261
H 1.927 -0.615 0.455
H 1.059 -0.327 -1.127
C -1.794 0.419 0.022
N -2.134 -0.645 0.328
H -1.267 1.228 -0.249

Result of the stability comparison: model 2 is the least stable of them.

Model 1:
Formula: C2H8N3
Source: the OMol25 dataset
Level of theory: ωB97M-V/def2-TZVPD

- Total charge: +1
- LUMO energy: -4.549 eV

Geometry (Å):
C -0.488 -0.076 0.016
C -1.791 -0.828 0.121
N 0.508 -0.852 0.163
N -0.560 1.230 -0.332
N 2.184 -0.157 0.095
H -2.535 -0.394 -0.581
H -2.182 -0.580 1.004
H -1.549 -1.916 -0.035
H -1.471 1.559 0.006
H 0.305 1.768 -0.399
H 2.475 -0.574 -0.771
H 2.367 0.857 0.235
H 2.636 -0.682 0.795

Model 2:
Formula: C2H8N3
Source: the OMol25 dataset
Level of theory: ωB97M-V/def2-TZVPD

- Total charge: +1
- LUMO energy (spin up / spin down): -4.822 / -4.822 eV

Geometry (Å):
C 1.336 0.024 -0.604
C -1.206 1.035 0.041
N 2.143 -0.143 0.408
N -0.697 -0.160 0.383
N -1.264 -1.227 -0.070
H 1.684 0.444 -1.475
H -1.659 1.255 1.027
H -0.375 1.744 0.030
H -1.969 1.007 -0.729
H 3.125 -0.107 0.245
H -1.388 -2.085 0.521
H -1.522 -1.342 -1.071
H 1.791 -0.448 1.292

Model 3:
Formula: C2H8N3
Source: the OMol25 dataset
Level of theory: ωB97M-V/def2-TZVPD

- Total charge: +1
- LUMO energy: -5.050 eV

Geometry (Å):
C 1.033 -0.546 -0.080
C -0.330 -1.073 0.127
N -1.386 0.927 -0.034
N -1.350 -0.336 0.036
N 1.180 0.926 0.091
H 1.842 -1.060 0.459
H 1.108 -0.698 -1.286
H -0.384 -2.087 0.300
H -0.499 1.348 0.098
H -2.245 1.475 0.309
H -2.570 -0.997 -0.264
H 1.862 1.063 -0.617
H 1.739 1.059 0.862

Model 4:
Formula: C2H8N3
Source: the OMol25 dataset
Level of theory: ωB97M-V/def2-TZVPD

- Total charge: +1
- LUMO energy: -5.364 eV

Geometry (Å):
H -2.341 -1.682 0.357
N -2.206 -0.710 0.072
N -1.085 -0.192 0.008
C -0.898 1.222 -0.102
N 0.036 -0.886 -0.157
C 1.378 -0.516 0.139
H -0.334 1.668 0.777
H -1.911 1.805 -0.191
H -0.172 1.356 -0.874
H -0.138 -1.836 -0.030
H 1.695 0.477 -0.373
H 1.541 -0.558 1.262
H 1.935 -1.230 -0.265

Result of the stability comparison: model 2 is the least stable of them.

Model 1:
Formula: C15H18O2
Source: the OMol25 dataset
Level of theory: ωB97M-V/def2-TZVPD

- LUMO energy: 0.649 eV

Geometry (Å):
C 2.141 -2.429 1.544
C 2.347 -1.994 0.068
C 1.035 -2.055 -0.688
C -0.214 -1.741 -0.192
C -1.404 -1.789 -0.967
C -1.325 -2.247 -2.256
O -2.353 -2.201 -3.224
C -0.057 -2.698 -2.827
C 1.101 -2.618 -2.033
H 3.039 -2.168 2.278
H 2.198 -3.597 1.567
H 1.184 -2.203 2.162
H 2.775 -0.893 0.143
H 3.135 -2.680 -0.327
H -0.286 -1.361 0.940
H -2.335 -1.656 -0.540
H -2.938 -1.521 -3.024
H -0.013 -3.263 -3.783
H 2.036 -3.018 -2.351
C -2.123 3.015 -1.094
C -1.191 2.938 0.082
C -0.511 1.694 0.187
C 0.442 1.475 1.269
C 0.508 2.454 2.275
O 1.255 2.191 3.371
C -0.327 3.539 2.272
C -1.174 3.713 1.259
H -2.703 2.067 -1.259
H -1.574 3.299 -2.010
H -2.778 3.839 -0.999
H -0.406 1.031 -0.620
H 1.069 0.611 1.227
H 2.011 1.626 3.098
H -0.582 4.139 3.166
H -1.981 4.501 1.284

Model 2:
Formula: C15H18O2
Source: the OMol25 dataset
Level of theory: ωB97M-V/def2-TZVPD

- LUMO energy: 0.759 eV

Geometry (Å):
C -3.209 0.604 1.887
C -2.647 -0.819 2.170
C -1.452 -1.260 1.403
C -1.495 -1.276 0.033
C -0.507 -1.969 -0.677
C 0.514 -2.595 -0.023
O 1.504 -3.316 -0.682
C 0.701 -2.392 1.349
C -0.240 -1.660 2.027
H -4.206 0.809 2.302
H -3.325 0.710 0.811
H -2.461 1.329 2.217
H -2.560 -0.957 3.264
H -3.491 -1.477 1.905
H -2.240 -0.818 -0.623
H -0.608 -1.883 -1.770
H 1.046 -3.844 -1.341
H 1.619 -2.775 1.791
H -0.201 -1.461 3.081
C 1.518 1.826 -3.664
C 1.452 1.667 -2.139
C 2.660 1.609 -1.444
C 2.684 1.449 -0.068
C 1.462 1.443 0.592
O 1.420 1.205 1.959
C 0.283 1.756 -0.057
C 0.250 1.684 -1.451
H 2.053 2.742 -3.878
H 0.551 1.794 -4.155
H 1.983 0.947 -4.090
H 3.609 1.793 -1.973
H 3.587 1.217 0.478
H 1.087 0.327 2.121
H -0.609 1.905 0.549
H -0.731 1.683 -1.904

Result of the stability comparison: model 1 is the least stable of them.

Model 1:
Formula: C3H4N2O2
Source: the OMol25 dataset
Level of theory: ωB97M-V/def2-TZVPD

- LUMO energy: 0.769 eV

Geometry (Å):
C 0.832 1.357 0.539
N -0.203 0.338 0.468
C -0.143 -0.921 0.945
O -0.279 -1.666 1.859
N 0.099 -0.829 -0.448
C -0.934 -1.010 -1.416
O -1.822 -0.228 -1.602
H 1.836 0.949 0.375
H 0.608 2.102 -0.227
H 0.770 1.826 1.524
H -0.766 -1.917 -2.017

Model 2:
Formula: C3H4N2O2
Source: the OMol25 dataset
Level of theory: ωB97M-V/def2-TZVPD

- LUMO energy: 0.010 eV

Geometry (Å):
C 0.617 0.179 -0.676
N -0.733 -0.452 -0.776
C 0.270 0.624 0.777
C -1.196 0.257 0.713
O 1.685 -0.702 -0.750
N -1.754 0.532 -0.499
O 1.005 0.914 1.679
H 2.077 -0.811 0.128
H -0.888 -1.457 -0.759
H 0.682 0.952 -1.440
H -1.764 -0.036 1.603

Model 3:
Formula: C3H4N2O2
Source: the OMol25 dataset
Level of theory: ωB97M-V/def2-TZVPD

- LUMO energy: 0.875 eV

Geometry (Å):
C -1.538 -0.282 0.021
N -0.156 -0.119 0.432
N 0.658 -1.145 -0.010
C 1.734 -0.550 -0.333
O 1.790 0.765 -0.023
C 0.516 1.084 0.441
O 0.160 2.179 0.772
H -1.563 -0.836 -0.927
H -2.068 -0.847 0.783
H -1.979 0.703 -0.127
H 2.445 -0.952 -1.029

Result of the stability comparison: model 2 is the least stable of them.

Model 1:
Formula: C3H4N2O2
Source: the OMol25 dataset
Level of theory: ωB97M-V/def2-TZVPD

- LUMO energy: 0.102 eV

Geometry (Å):
C -0.293 0.153 -0.369
C 0.932 -0.445 0.476
C 1.413 -1.736 -0.101
N 1.878 -2.715 -0.486
N 2.203 0.608 0.095
O 3.109 0.632 0.838
O 2.043 1.204 -0.942
H -0.110 0.182 -1.526
H -0.286 1.231 -0.039
H -1.317 -0.309 -0.050
H 0.927 -0.553 1.515

Model 2:
Formula: C3H4N2O2
Source: the OMol25 dataset
Level of theory: ωB97M-V/def2-TZVPD

- LUMO energy: 0.782 eV

Geometry (Å):
O -2.176 -0.009 -1.134
N -1.658 0.438 0.084
C -0.340 0.031 0.165
N 0.430 -0.540 -0.793
C 1.817 -0.151 -0.292
C 1.872 0.191 0.942
O 0.456 0.266 1.303
H -3.198 -0.153 -0.822
H 0.143 -0.974 -1.760
H 2.794 -0.802 -0.580
H 2.519 0.165 1.885

Result of the stability comparison: model 2 is the least stable of them.

Model 1:
Formula: C2H4N4O
Source: the OMol25 dataset
Level of theory: ωB97M-V/def2-TZVPD

- LUMO energy: 0.494 eV

Geometry (Å):
H 2.136 1.254 -0.326
N 1.175 1.707 -0.056
C 0.195 0.852 0.015
N -1.185 1.020 0.099
N -1.888 -0.150 -0.094
C -0.998 -1.115 -0.037
N 0.277 -0.534 0.073
O 1.472 -1.185 -0.110
H -1.628 1.881 -0.087
H -1.163 -2.147 -0.255
H 1.607 -1.582 0.778

Model 2:
Formula: C2H4N4O
Source: the OMol25 dataset
Level of theory: ωB97M-V/def2-TZVPD

- LUMO energy (spin up / spin down): 0.065 / -0.130 eV

Geometry (Å):
N 1.169 -1.500 -0.003
C 0.203 -0.571 -0.038
N -1.143 -0.900 -0.253
N -1.797 0.240 0.476
N -1.102 1.132 -0.265
C 0.230 0.800 -0.035
O 1.208 1.723 -0.145
H 2.136 -1.227 -0.097
H 0.936 -2.453 -0.232
H -2.786 0.259 0.219
H 0.944 2.497 0.374

Result of the stability comparison: model 2 is the least stable of them.

Model 1:
Formula: C2H4N4O
Source: the OMol25 dataset
Level of theory: ωB97M-V/def2-TZVPD

- LUMO energy (spin up / spin down): -1.744 / -0.551 eV

Geometry (Å):
N 2.107 0.438 0.211
C 0.935 -0.001 -0.308
N 0.777 -1.276 -0.749
N -0.938 -0.819 0.918
C -1.163 0.088 -0.033
O -2.402 0.291 -0.500
N -0.135 0.820 -0.466
H 2.828 -0.257 0.375
H 2.101 1.268 0.792
H -1.767 -1.413 1.041
H -2.344 0.861 -1.281

Model 2:
Formula: C2H4N4O
Source: the OMol25 dataset
Level of theory: ωB97M-V/def2-TZVPD

- LUMO energy: 0.871 eV

Geometry (Å):
N 2.134 0.117 0.502
C 1.275 0.208 -0.524
N 0.359 -0.611 -1.179
N -0.935 -0.537 -0.627
C -1.243 0.102 0.491
O -2.580 -0.012 0.641
N 0.915 0.836 -1.548
H 1.896 -0.530 1.238
H 2.617 0.959 0.779
H -1.622 -0.998 -1.216
H -2.817 0.466 1.443

Result of the stability comparison: model 2 is the least stable of them.

Model 1:
Formula: C2H4N4O
Source: the OMol25 dataset
Level of theory: ωB97M-V/def2-TZVPD

- LUMO energy: 0.080 eV

Geometry (Å):
H -1.990 1.130 0.103
N -1.032 1.729 0.210
C -0.052 0.867 -0.253
C 1.435 0.976 -0.152
N 1.969 -0.139 0.075
O 0.981 -1.187 0.131
N -0.199 -0.409 -0.480
N -1.208 -1.166 0.015
H 2.029 1.891 -0.067
H -0.666 -1.505 0.907
H -1.265 -2.189 -0.488

Model 2:
Formula: C2H4N4O
Source: the OMol25 dataset
Level of theory: ωB97M-V/def2-TZVPD

- LUMO energy: 0.405 eV

Geometry (Å):
N 0.716 -1.175 2.096
N 0.187 -0.757 0.702
C 0.916 -0.088 -0.170
C -0.062 0.716 -0.912
O 0.242 1.548 -2.013
N -1.295 0.315 -0.474
N -1.142 -0.510 0.499
H 0.210 -0.248 2.681
H 0.264 -2.136 2.614
H 1.968 0.085 -0.179
H 1.231 1.033 -2.281

Result of the stability comparison: model 1 is the least stable of them.